[1]
{
  "formula": "C16H31IO8",
  "method": "ωB97M-V/def2-TZVPD",
  "symbols": ["C", "C", "C", "I", "O", "C", "O", "H", "H", "H", "C", "O", "C", "C", "O", "C", "C", "O", "C", "H", "H", "H", "H", "H", "H", "H", "H", "H", "H", "H", "H", "H", "H", "C", "O", "C", "C", "O", "C", "C", "O", "C", "H", "H", "H", "H", "H", "H", "H", "H", "H", "H", "H", "H", "H", "H"],
  "coordinates": [[-1.28500, -6.16689, 1.53313], [-2.57650, -6.76911, 1.59521], [-4.00023, -7.62573, 1.78330], [-3.48344, -9.42879, 2.99333], [-4.99606, -6.89510, 2.60179], [-5.63444, -5.80769, 1.84344], [-5.05371, -4.58221, 1.91804], [-0.31271, -5.52220, 1.69394], [-4.43934, -7.94382, 0.72852], [-6.61529, -5.95712, 1.18044], [-3.11962, -2.80091, 0.47091], [-1.76900, -2.37074, 0.51953], [-1.36844, -1.59088, -0.60237], [-0.70116, -0.27321, -0.18376], [-1.51035, 0.66313, 0.52599], [-1.98361, 0.27892, 1.83070], [-0.91532, 0.04026, 2.89766], [-0.11273, -1.10964, 2.60876], [1.28489, -0.87510, 2.68493], [-3.17781, -3.77847, -0.01501], [-3.48004, -2.89593, 1.49938], [-3.76656, -2.08162, -0.04154], [-2.20914, -1.37882, -1.27342], [-0.63818, -2.18825, -1.15946], [-0.39616, 0.24023, -1.10370], [0.22760, -0.45209, 0.35869], [-2.65636, -0.56621, 1.74111], [-2.60413, 1.11895, 2.16376], [-1.41664, -0.15788, 3.85191], [-0.29586, 0.93588, 3.01532], [1.54949, 0.15302, 2.41976], [1.76967, -1.54123, 1.96574], [1.63780, -1.11554, 3.68952], [5.43815, 3.97823, -2.96319], [4.43127, 4.31981, -2.02452], [3.71878, 5.50984, -2.34622], [2.19816, 5.30113, -2.31572], [1.65256, 4.38927, -3.26760], [2.02654, 3.00343, -3.15159], [1.59466, 2.28821, -1.87153], [2.27205, 2.79496, -0.71645], [1.41108, 3.12358, 0.36286], [6.38905, 4.42652, -2.66322], [5.54499, 2.88953, -2.96127], [5.17749, 4.28357, -3.98169], [4.01400, 5.91121, -3.32285], [3.98260, 6.25296, -1.58553], [1.73520, 6.27015, -2.53848], [1.85109, 5.04826, -1.31351], [3.08994, 2.89562, -3.33162], [1.53054, 2.50654, -3.99343], [1.86717, 1.23008, -1.95687], [0.50771, 2.35384, -1.75350], [0.42488, 3.45404, 0.02289], [1.87091, 3.95142, 0.90986], [1.31952, 2.26260, 1.02760]],
  "forces_ev_per_angstrom": [[-9.47, -3.98, 1.11], [8.23, 3.75, -0.03], [1.49, 1.19, -0.72], [-0.44, 1.12, -0.89], [-0.32, 1.10, -3.09], [4.07, 6.41, 0.71], [-4.37, -8.47, -0.53], [-2.60, -1.66, -0.57], [1.06, 0.67, 2.36], [2.20, -0.17, 1.69], [0.17, -0.11, 0.38], [-0.31, 0.47, -0.44], [0.26, 0.08, 0.49], [0.10, -0.04, -0.12], [-0.01, -0.31, 0.32], [0.09, 0.25, -0.23], [-0.09, -0.53, -0.26], [0.14, 0.75, -0.11], [-0.33, -0.38, -0.07], [-0.19, 0.01, -0.02], [0.15, -0.10, -0.21], [0.07, -0.01, -0.08], [-0.04, -0.02, 0.16], [0.09, 0.20, -0.20], [-0.23, -0.01, 0.06], [-0.08, -0.25, 0.10], [0.09, -0.30, 0.11], [0.21, 0.03, -0.05], [-0.13, 0.23, -0.01], [0.03, -0.04, -0.08], [-0.02, 0.00, 0.08], [-0.01, 0.00, 0.12], [0.22, 0.14, 0.04], [-0.08, -0.16, 0.36], [-0.03, 0.17, -0.67], [-0.31, -0.30, 0.27], [-0.03, 0.13, 0.10], [0.29, -0.34, 0.21], [-0.26, 0.28, -0.09], [0.51, 0.27, 0.14], [-0.67, 0.10, -0.33], [0.44, 0.03, -0.09], [0.09, 0.02, -0.20], [0.04, 0.10, 0.09], [0.02, 0.07, 0.06], [0.01, -0.16, 0.01], [-0.18, 0.19, -0.08], [0.10, -0.12, -0.18], [0.26, -0.12, 0.05], [0.22, -0.08, 0.24], [-0.11, 0.11, 0.14], [-0.13, -0.05, -0.23], [0.05, 0.09, 0.02], [0.00, -0.14, 0.02], [0.02, -0.12, 0.03], [-0.26, 0.02, 0.12]],
  "homo_energy_ev": -8.94,
  "lumo_ev": -0.88,
  "total_energy_ev": -41563.683,
  "gap_ev": 8.061
}

[2]
{
  "formula": "C16H31N2O22PS5",
  "method": "ωB97M-V/def2-TZVPD",
  "symbols": ["N", "C", "C", "C", "P", "C", "C", "O", "N", "C", "O", "H", "H", "H", "H", "H", "H", "H", "H", "H", "H", "H", "O", "S", "O", "O", "C", "C", "O", "H", "H", "H", "H", "O", "S", "O", "O", "C", "C", "O", "H", "H", "H", "H", "O", "S", "O", "O", "C", "C", "O", "H", "H", "H", "H", "O", "S", "O", "O", "C", "C", "O", "H", "H", "H", "H", "O", "S", "O", "O", "C", "C", "O", "H", "H", "H", "H"],
  "coordinates": [[0.83306, -5.00752, 1.48979], [0.95367, -4.34912, 0.17603], [1.17135, -2.81904, 0.32327], [2.11004, -2.20452, -0.73547], [3.91272, -2.52708, -0.57773], [4.48728, -1.91740, 1.09960], [3.92810, -2.66849, 2.28271], [3.22206, -2.08758, 3.06108], [4.14946, -4.28720, -0.53092], [5.22177, -4.60951, -0.05791], [6.09929, -4.92413, 0.65666], [0.22341, -4.43239, 2.05163], [1.74408, -5.08092, 1.92006], [1.69888, -4.83459, -0.44605], [-0.00797, -4.51483, -0.30849], [1.44886, -2.59538, 1.35024], [0.19114, -2.35887, 0.17115], [1.79080, -2.52052, -1.72822], [1.98322, -1.12127, -0.70402], [5.57231, -2.04836, 1.09397], [4.31719, -0.85054, 1.18800], [4.12722, -3.74432, 2.42618], [-1.62168, 0.53067, -1.13202], [-1.86939, -0.26362, 0.01687], [-1.63128, -1.66255, 0.02116], [-3.36375, 0.01984, 0.51352], [-3.35484, 0.48357, 1.86930], [-2.02428, 1.18460, 2.02673], [-1.10192, 0.38061, 1.27053], [-3.43013, -0.38336, 2.52936], [-4.19685, 1.14709, 2.04631], [-1.70933, 1.25469, 3.06445], [-2.04729, 2.17650, 1.58297], [0.67953, -2.09602, -5.16777], [-0.33795, -1.46395, -5.92878], [-0.66137, -1.88541, -7.24260], [-0.04051, 0.11463, -5.94366], [-1.16421, 0.83116, -5.40786], [-1.80125, -0.12787, -4.43253], [-1.68361, -1.41705, -5.06488], [-1.84181, 1.07271, -6.22835], [-0.83345, 1.74942, -4.93018], [-2.83714, 0.10955, -4.23363], [-1.24944, -0.16174, -3.48994], [-3.92515, 1.62652, -4.72100], [-4.82761, 1.93751, -3.66546], [-5.24695, 0.95887, -2.73566], [-6.11636, 2.65467, -4.29527], [-6.29493, 3.94855, -3.70212], [-4.90007, 4.38950, -3.32511], [-4.25030, 3.19830, -2.86146], [-6.92996, 3.83667, -2.82118], [-6.76952, 4.62717, -4.40553], [-4.90210, 5.14565, -2.54904], [-4.35192, 4.75947, -4.19542], [-2.95137, 3.79947, 0.40484], [-3.25321, 5.09167, -0.08919], [-4.58386, 5.51942, -0.32708], [-2.38722, 5.32368, -1.41969], [-1.56496, 6.49020, -1.27446], [-1.29439, 6.58600, 0.21097], [-2.52868, 6.18927, 0.82586], [-2.12841, 7.35392, -1.63332], [-0.65424, 6.38459, -1.85741], [-1.02019, 7.58955, 0.52262], [-0.51770, 5.88379, 0.52099], [7.29724, -2.59296, 8.35102], [6.20890, -3.41259, 7.96208], [5.80353, -4.53603, 8.72189], [6.44142, -3.86507, 6.43761], [5.33461, -3.44914, 5.62998], [4.80208, -2.20609, 6.30628], [4.92289, -2.48390, 7.70752], [4.59162, -4.24963, 5.62952], [5.66161, -3.25759, 4.61193], [3.76874, -1.99889, 6.04430], [5.41740, -1.33322, 6.07627]],
  "forces_ev_per_angstrom": [[0.17, -0.34, -0.82], [-0.54, 0.36, 0.67], [-0.49, -0.29, -0.94], [-0.29, -0.88, 1.46], [0.64, 1.13, -1.69], [0.09, -1.53, 0.17], [-0.10, 1.02, -0.50], [-0.42, -0.05, 1.00], [0.17, 0.80, -0.08], [-0.38, -0.47, 2.01], [0.05, -0.02, -1.20], [0.08, -0.06, 0.37], [-0.04, 0.13, 0.29], [0.21, -0.07, 0.18], [0.01, 0.05, -0.27], [0.34, 0.10, -0.05], [0.46, -0.11, 0.21], [0.21, -0.06, -0.15], [0.41, 0.16, -0.10], [0.08, -0.15, -0.21], [-0.38, 0.10, -0.01], [0.24, -0.05, -0.28], [0.05, -0.14, -0.24], [-0.35, 0.35, 0.56], [-0.26, 0.18, -0.23], [0.34, 0.19, -0.16], [0.01, -0.26, 0.45], [-0.11, 0.49, -0.08], [-0.25, -0.44, -0.06], [-0.01, 0.01, 0.00], [-0.04, 0.01, -0.27], [0.21, -0.23, -0.06], [-0.04, 0.02, 0.04], [0.20, -0.11, -0.15], [-0.39, 0.42, 0.37], [0.09, -0.23, -0.06], [0.05, -0.26, 0.24], [-0.46, 0.09, -0.28], [0.44, -0.15, 0.74], [0.18, 0.15, -0.52], [-0.01, 0.01, 0.03], [0.22, -0.08, -0.02], [0.24, -0.53, -0.18], [0.01, 0.04, -0.06], [-0.55, 0.31, -0.09], [-0.27, 0.67, 0.08], [0.19, -0.25, 0.02], [0.46, -0.02, -0.09], [-0.21, 0.08, 0.45], [0.13, 0.41, -0.52], [-0.42, -0.22, 0.04], [0.02, 0.02, 0.00], [0.02, -0.19, -0.19], [0.07, -0.17, 0.16], [-0.04, 0.00, -0.01], [-0.28, -0.15, 0.05], [0.64, 0.41, -0.17], [-0.19, -0.14, 0.19], [0.04, -0.12, 0.34], [-0.10, 0.48, -0.09], [0.46, -0.28, 0.01], [-0.29, 0.03, -0.33], [0.03, 0.01, 0.02], [-0.07, -0.24, -0.05], [-0.24, 0.02, 0.13], [0.02, 0.03, -0.03], [0.16, -0.10, 0.12], [-0.24, 0.16, -0.41], [0.04, 0.00, 0.22], [0.02, 0.37, 0.20], [-0.45, -0.26, -0.11], [0.25, 0.37, -0.23], [0.04, -0.43, -0.05], [-0.02, 0.03, -0.03], [0.24, -0.04, 0.08], [-0.06, -0.08, 0.21], [-0.01, -0.01, -0.04]],
  "homo_energy_ev": -8.40,
  "lumo_ev": -0.17,
  "total_energy_ev": -128579.431,
  "gap_ev": 8.233
}

[3]
{
  "formula": "C16H31NO6Rb",
  "method": "ωB97M-V/def2-TZVPD",
  "symbols": ["Rb", "O", "C", "O", "O", "H", "C", "C", "C", "C", "C", "C", "N", "O", "C", "C", "C", "H", "H", "H", "H", "H", "H", "H", "H", "H", "H", "H", "H", "H", "H", "H", "H", "H", "H", "C", "C", "O", "C", "H", "H", "H", "H", "H", "H", "C", "C", "O", "C", "H", "H", "H", "H", "H", "H"],
  "coordinates": [[-0.28771, 0.61002, 1.27886], [1.33186, 5.16553, -0.65749], [0.32801, 4.19899, -0.47657], [0.49268, 3.35983, 0.43371], [-0.64083, 4.31237, -1.25960], [0.81247, 5.56306, -1.39297], [-0.43743, 0.25430, -2.03988], [-1.54101, -0.78630, -2.06356], [-0.82873, -2.15375, -2.33548], [-1.72707, -3.36868, -2.16909], [-2.29511, -3.32865, -0.74052], [-3.01371, -2.04245, -0.38989], [-2.17568, -0.87106, -0.71645], [-2.73998, 0.36654, -0.35759], [-3.38575, -2.09789, 1.07778], [-4.32451, -2.11960, -1.19165], [-2.48520, -0.46217, -3.26947], [0.08162, 0.30436, -2.99841], [0.22283, 0.15939, -1.18132], [-0.89234, 1.24368, -1.92766], [0.11581, -2.25731, -1.80172], [-0.58580, -2.04754, -3.39985], [-1.17957, -4.30524, -2.32812], [-2.48905, -3.51953, -2.93872], [-1.41138, -3.43021, -0.09467], [-2.91273, -4.19575, -0.49164], [-2.52250, -2.20238, 1.74895], [-3.97989, -2.99340, 1.27482], [-3.88356, -1.21171, 1.47190], [-4.80434, -1.13727, -1.09840], [-5.00614, -2.94116, -0.96808], [-4.19396, -2.12809, -2.27614], [-3.00142, -1.36661, -3.60420], [-1.88683, -0.08004, -4.09688], [-3.32154, 0.19723, -3.03949], [1.37399, 2.19224, 5.09315], [2.18323, 2.10469, 3.81472], [1.96024, 1.30414, 2.93610], [3.30464, 3.08047, 3.71345], [1.06533, 1.17271, 5.32512], [0.53060, 2.86487, 4.94495], [2.02459, 2.54819, 5.88969], [3.86993, 2.89138, 2.79835], [3.97731, 3.03652, 4.56846], [2.93851, 4.09332, 3.52718], [3.09399, 0.60814, -0.31522], [4.17119, -0.45966, -0.29321], [4.26021, -1.26912, -1.18289], [5.20216, -0.37839, 0.82854], [2.24566, 0.16645, 0.21508], [2.78728, 0.85410, -1.32870], [3.30481, 1.53273, 0.22067], [5.62944, 0.62453, 0.83261], [5.95862, -1.13868, 0.65060], [4.68675, -0.51710, 1.78083]],
  "forces_ev_per_angstrom": [[-0.85, 0.50, -0.52], [-0.97, -0.02, -0.72], [-0.98, -0.94, 0.41], [0.53, -0.12, 0.25], [0.58, 0.18, 0.14], [1.01, 0.52, 0.23], [-0.94, 1.33, 0.09], [-0.24, -1.38, 0.56], [-0.87, 0.59, -1.62], [-0.15, -0.66, 0.56], [1.38, -0.61, 0.00], [-0.58, -0.30, -1.23], [0.99, 0.24, 0.35], [-0.12, -0.47, 0.23], [0.42, 0.19, 1.02], [-0.63, 1.67, -0.88], [-0.24, -0.68, 0.42], [0.36, -0.36, 0.16], [0.37, -0.44, -0.40], [-0.06, 0.00, 0.10], [-0.13, 0.06, 0.32], [0.42, -0.30, -0.01], [0.44, 0.10, 0.39], [-0.28, 0.83, 0.05], [0.00, 0.10, 0.15], [-0.22, 0.05, -0.21], [0.36, -0.06, -0.35], [-0.24, 0.10, -0.10], [-0.30, 0.04, -0.53], [-0.36, -0.21, 0.52], [0.07, 0.05, 0.45], [0.45, -0.47, 0.13], [0.37, -0.12, -0.20], [-0.14, 0.13, -0.06], [0.47, 0.47, 0.36], [0.46, -0.68, -0.33], [0.03, 0.33, 0.12], [-0.15, -0.21, 0.29], [0.70, 0.30, -1.21], [-0.41, 0.17, 0.11], [-0.07, -0.05, 0.09], [-0.21, 0.19, 0.10], [0.07, -0.30, 0.13], [-0.15, 0.18, 0.13], [-0.24, 0.03, 0.56], [-0.26, -0.22, 0.34], [0.48, 1.13, -0.29], [-0.01, -0.35, 0.11], [-0.61, -0.19, -0.37], [-0.06, 0.04, -0.17], [-0.02, -0.22, -0.03], [0.28, -0.11, 0.06], [0.08, -0.02, 0.01], [0.05, 0.03, 0.21], [0.13, -0.05, 0.09]],
  "relative_energy_kj_mol": 0.0,
  "homo_energy_ev": -2.52,
  "lumo_ev": 1.74,
  "total_energy_ev": -31525.789,
  "gap_ev": 4.259,
  "charge": -1
}

[4]
{
  "formula": "C16H31NOP2Pt",
  "method": "ωB97M-V/def2-TZVPD",
  "symbols": ["P", "P", "C", "C", "H", "H", "H", "H", "C", "H", "H", "H", "C", "H", "H", "H", "C", "H", "H", "H", "C", "H", "H", "H", "Pt", "C", "C", "C", "C", "C", "C", "C", "C", "C", "H", "H", "H", "H", "H", "H", "H", "H", "H", "H", "H", "H", "H", "H", "H", "O", "C", "N"],
  "coordinates": [[0.84476, -4.59516, -0.94167], [-0.25933, 4.30053, 2.60878], [0.32935, 1.83643, 1.02218], [-0.58568, 3.08023, 1.24038], [0.70138, 1.43180, 1.98197], [1.22357, 2.12947, 0.44228], [-0.53779, 3.71482, 0.34167], [-1.63457, 2.75072, 1.34204], [-1.71034, 5.25404, 2.98612], [-1.86015, 5.30517, 4.07368], [-2.58326, 4.78968, 2.50295], [-1.58226, 6.27331, 2.59597], [1.18548, 5.29544, 2.32872], [1.08401, 5.85157, 1.38620], [2.08727, 4.67056, 2.26995], [1.29242, 6.01761, 3.15381], [-0.41252, -5.18364, -2.14259], [-0.88358, -6.04976, -1.66182], [0.05865, -5.53458, -3.06708], [-1.18441, -4.44056, -2.35540], [2.31313, -4.99155, -1.97498], [3.10294, -4.23927, -1.88976], [2.03501, -5.14976, -3.02396], [2.69289, -5.93497, -1.55797], [-0.35809, 0.00355, 0.03947], [0.77026, 0.48017, -1.59004], [-0.63927, 0.41231, -1.91059], [-1.38259, -0.73044, -2.59533], [-1.77777, -1.81618, -1.57027], [-0.66011, -1.92413, -0.50559], [0.57989, -2.51627, -1.14059], [1.84615, -1.73408, -0.94449], [1.82977, -0.53520, -1.94741], [-1.36091, -0.52165, 1.78009], [1.14246, 1.51393, -1.54900], [-1.08920, 1.40119, -2.08239], [-0.79118, -1.15062, -3.42237], [-2.29887, -0.30246, -3.02893], [-2.70660, -1.53939, -1.05416], [-1.94296, -2.77895, -2.05961], [-0.98010, -2.56544, 0.33578], [0.39703, -2.66107, -2.21175], [2.72405, -2.36114, -1.11954], [1.88810, -1.34382, 0.08655], [2.80290, -0.03525, -1.88161], [1.73251, -0.88897, -2.98635], [-0.69296, -1.18784, 2.34649], [-2.27683, -1.06328, 1.50531], [-1.59595, 0.36867, 2.37686], [-0.64121, 1.27636, 4.99849], [-0.31551, 2.28367, 4.47013], [0.08007, 3.33421, 3.99938]],
  "forces_ev_per_angstrom": [[-0.34, 2.15, 0.93], [0.25, -3.49, 0.23], [0.77, 0.76, 0.58], [0.12, -0.18, -0.36], [-0.17, 0.32, -0.10], [-0.27, 0.18, 0.38], [-0.18, -0.11, 0.03], [0.16, 0.33, 0.28], [-0.37, 0.66, 0.15], [0.03, 0.01, -0.34], [0.32, 0.11, 0.21], [-0.13, -0.23, 0.09], [0.40, 0.54, 0.30], [-0.12, -0.20, 0.23], [-0.38, 0.03, 0.04], [0.06, -0.24, -0.26], [-0.44, -0.52, 0.18], [-0.16, 0.13, -0.31], [-0.23, 0.21, 0.08], [0.17, -0.22, -0.02], [0.30, -0.04, 0.07], [-0.06, -0.17, -0.06], [0.27, 0.18, 0.18], [0.09, 0.20, -0.29], [-1.76, 0.97, 4.71], [1.73, 0.22, -1.05], [-1.60, 1.08, -2.61], [-0.11, 0.20, 0.03], [0.30, 0.01, 0.38], [-0.15, -1.51, -1.04], [0.30, -3.00, -0.99], [0.26, 0.15, -0.70], [0.45, -0.09, 0.45], [0.37, 0.02, 0.50], [0.00, -0.41, -0.02], [0.17, -0.37, -0.18], [-0.11, -0.07, 0.10], [0.28, -0.17, -0.05], [0.02, 0.08, -0.22], [-0.20, 0.03, -0.03], [0.04, 0.43, -0.09], [0.18, 0.64, -0.19], [0.12, 0.09, -0.03], [0.14, -0.06, -0.30], [-0.04, 0.00, -0.08], [-0.01, -0.21, 0.21], [-0.34, 0.15, 0.06], [0.15, 0.19, 0.10], [-0.10, -0.22, 0.04], [0.83, 2.56, -1.23], [-0.63, -2.10, 0.81], [-0.36, 0.99, -0.83]],
  "relative_energy_kj_mol": 57.9,
  "homo_energy_ev": [-3.40, -6.70],
  "lumo_ev": [-0.28, -0.91],
  "total_energy_ev": -42449.456,
  "gap_ev": [3.119, 5.788],
  "spin_multiplicity": 3
}